Entry 1:
C2H4N2O2 | the ωB97M-V functional and the def2-TZVPD basis

Geometry as XYZ:
```
10
Properties=species:S:1:pos:R:3:mulliken_charge:R:1
C -1.56 -1.62 -0.12 -0.789
C -1.14 -0.24 -0.21 0.360
N -0.74 0.84 -0.35 -0.456
H -2.35 -1.90 -0.78 0.324
H -1.50 -1.79 0.96 0.273
H -0.66 -2.33 -0.48 0.258
O 3.51 1.67 0.52 -0.337
N 2.37 1.35 0.58 0.171
O 1.49 2.29 0.03 -0.410
H 0.60 1.72 -0.16 0.605
```

Maximum force = 4.26 eV/Å
Relative energy (zero: lowest compared OMol25 entry of this formula, charge and spin) = 108.6 kcal per mole
SMILES = CC#N.O=NO
Frontier orbital gap = 9.90 eV
LUMO = 0.327 eV
Total charge = 0

Entry 2:
C2H4N2O2 | the ωB97M-V functional and the def2-TZVPD basis

Geometry as XYZ:
```
10
Properties=species:S:1:pos:R:3:mulliken_charge:R:1
C 1.91 -0.27 -0.35 0.012
C -1.57 0.45 0.39 -0.125
N -0.10 0.35 0.67 -0.553
N 0.54 -0.44 -0.08 0.256
O 2.58 0.61 0.11 -0.439
O -1.71 1.34 -0.60 -0.294
H 2.28 -1.05 -1.03 0.306
H -1.97 -0.56 0.13 0.310
H -2.01 0.78 1.35 0.256
H 0.06 -1.20 -0.58 0.271
```

Maximum force = 3.52 eV/Å
Relative energy (zero: lowest compared OMol25 entry of this formula, charge and spin) = 11.2 kcal per mole
Frontier orbital gap (alpha / beta) = 8.97 / 7.99 eV
LUMO (alpha / beta) = 0.696 / -2.236 eV
2S+1 = 3
Total charge = 0

Entry 3:
C2H4N2O2S | the ωB97M-V functional and the def2-TZVPD basis

Geometry as XYZ:
```
11
Properties=species:S:1:pos:R:3:mulliken_charge:R:1
C -1.73 1.51 -0.26 0.056
C -1.27 0.52 -0.77 -0.486
S -0.27 -0.66 -1.58 -0.036
N -0.39 -2.00 -0.58 -0.464
H -2.29 2.11 0.34 0.450
H -0.32 -2.92 -0.95 0.260
H 0.23 -1.88 0.25 0.250
O 2.18 -0.03 0.54 -0.384
N 2.23 0.34 -0.61 0.311
O 2.24 1.70 -0.74 -0.287
H 2.40 2.16 0.11 0.330
```

Maximum force = 3.03 eV/Å
Relative energy (zero: lowest compared OMol25 entry of this formula, charge and spin) = 137.4 kcal per mole
SMILES = C#CSN.O=NO
Frontier orbital gap = 8.55 eV
LUMO = 0.104 eV
Total charge = 0

Entry 4:
C2H4N2O2S | the ωB97M-V functional and the def2-TZVPD basis

Geometry as XYZ:
```
11
Properties=species:S:1:pos:R:3:mulliken_charge:R:1
O 2.17 -0.84 0.24 -0.503
S 0.77 -0.99 -0.02 0.895
O 0.26 -2.31 -0.04 -0.498
C -0.04 0.10 -1.30 -0.235
N -0.54 1.12 -0.62 -0.566
C -0.74 1.06 0.63 0.121
N -0.36 0.10 1.43 -0.425
H -0.81 -0.55 -1.92 0.287
H 0.77 0.33 -1.91 0.317
H -1.32 1.82 1.15 0.369
H -0.14 0.14 2.37 0.237
```

Maximum force = 6.04 eV/Å
Relative energy (zero: lowest compared OMol25 entry of this formula, charge and spin) = 70.5 kcal per mole
SMILES = O=S1(=O)CN=CN1
Frontier orbital gap = 9.78 eV
LUMO = 0.132 eV
Total charge = 0

Entry 5:
C2H4N2O2S | the ωB97M-V functional and the def2-TZVPD basis

Geometry as XYZ:
```
11
Properties=species:S:1:pos:R:3:mulliken_charge:R:1
C 0.27 -0.30 0.11 0.442
C -1.15 -1.10 -0.05 0.458
H 0.90 1.12 2.08 0.304
H -0.29 -0.40 2.27 0.275
H 1.76 1.78 -1.43 0.359
H -0.78 0.01 -2.06 0.281
N 0.33 0.04 1.49 -0.551
N 0.76 0.24 -0.88 -0.416
O 1.77 1.11 -0.62 -0.432
O -1.73 -1.55 0.87 -0.461
S -1.83 -0.96 -1.77 -0.259
```

Maximum force = 6.82 eV/Å
Relative energy (zero: lowest compared OMol25 entry of this formula, charge and spin) = 103.8 kcal per mole
Frontier orbital gap = 9.39 eV
LUMO = 0.222 eV
Total charge = 0

Entry 6:
C2H4N2O4 | the ωB97M-V functional and the def2-TZVPD basis

Geometry as XYZ:
```
12
Properties=species:S:1:pos:R:3:mulliken_charge:R:1
N -0.84 -0.23 -0.78 -0.482
C -1.56 -0.26 0.44 0.738
C -0.02 0.68 -0.10 0.769
N 0.84 1.55 -0.68 -0.423
O 0.68 -0.57 1.06 -0.416
O 1.19 -1.65 0.23 -0.413
O -2.46 -0.85 0.93 -0.467
O -1.00 1.09 0.74 -0.426
H 1.35 -2.32 0.91 0.331
H -0.44 -1.13 -1.04 0.318
H 1.28 2.21 -0.05 0.239
H 0.98 1.47 -1.67 0.233
```

Maximum force = 2.60 eV/Å
Relative energy (zero: lowest compared OMol25 entry of this formula, charge and spin) = 86.5 kcal per mole
Frontier orbital gap = 10.01 eV
LUMO = 0.612 eV
Total charge = 0

Entry 7:
C2H4N2OS | the ωB97M-V functional and the def2-TZVPD basis

Geometry as XYZ:
```
10
Properties=species:S:1:pos:R:3:mulliken_charge:R:1
N -0.79 -1.74 -0.64 -0.636
N -0.27 -0.47 -0.15 0.174
C -1.15 0.63 -0.19 0.100
O -2.26 0.50 -0.65 -0.509
C 1.00 -0.51 0.26 -0.005
S 1.79 0.89 0.69 -0.336
H -1.41 -2.01 0.16 0.275
H -1.43 -1.41 -1.52 0.328
H -0.78 1.51 0.37 0.290
H 1.33 -1.60 0.32 0.318
```

Maximum force = 3.45 eV/Å
Relative energy (zero: lowest compared OMol25 entry of this formula, charge and spin) = 58.8 kcal per mole
SMILES = NN(C=O)C=S
Frontier orbital gap = 8.50 eV
LUMO = -0.486 eV
Total charge = 0

Entry 8:
C2H4N2OS | the ωB97M-V functional and the def2-TZVPD basis

Geometry as XYZ:
```
10
Properties=species:S:1:pos:R:3:mulliken_charge:R:1
H 2.39 1.03 0.17 0.308
N 2.10 -0.05 0.01 -0.581
C 1.03 -0.62 -0.22 0.139
N -0.16 0.13 0.16 -0.029
S -0.03 1.73 -0.16 -0.265
C -1.32 -0.52 -0.11 0.414
O -2.46 0.09 -0.08 -0.587
H 0.95 -1.77 -0.24 0.222
H -1.46 1.62 0.64 0.232
H -1.05 -1.64 -0.18 0.147
```

Maximum force = 5.05 eV/Å
Relative energy (zero: lowest compared OMol25 entry of this formula, charge and spin) = 102.3 kcal per mole
SMILES = [H]/N=C\N(S)C=O
Frontier orbital gap = 9.54 eV
LUMO = 0.447 eV
Total charge = 0

Entry 9:
C2H4N2OS2 | the ωB97M-V functional and the def2-TZVPD basis

Geometry as XYZ:
```
11
Properties=species:S:1:pos:R:3:mulliken_charge:R:1
N 1.82 0.88 -0.43 -0.371
C 1.46 -0.35 -0.21 0.319
S 2.39 -1.63 0.18 -0.340
O 0.07 -0.56 -0.29 -0.323
C -0.83 0.09 0.68 0.040
N -2.05 -0.03 0.70 -0.321
S -2.67 -1.11 -0.40 -0.072
H 1.18 1.63 -0.81 0.257
H 2.82 1.16 -0.66 0.261
H -0.34 0.77 1.34 0.418
H -3.85 -0.83 -0.09 0.131
```

Maximum force = 5.03 eV/Å
Relative energy (zero: lowest compared OMol25 entry of this formula, charge and spin) = 37.9 kcal per mole
SMILES = NC(=S)O/C=N\S
Frontier orbital gap = 9.23 eV
LUMO = 0.493 eV
Total charge = 0

Entry 10:
C2H4N2OS2 | the ωB97M-V functional and the def2-TZVPD basis

Geometry as XYZ:
```
11
Properties=species:S:1:pos:R:3:mulliken_charge:R:1
C 0.00 -0.47 0.12 0.450
C -1.51 0.23 0.09 0.266
H 2.56 -0.82 -0.68 0.297
H 2.96 -0.03 0.94 0.266
H 0.81 1.39 -0.37 0.221
H -3.81 -0.07 0.07 0.174
N 2.34 0.15 -0.20 -0.912
N 1.00 0.45 -0.07 0.190
O 0.14 -1.64 0.18 -0.542
S -2.79 -1.04 -0.11 -0.132
S -1.69 1.85 0.04 -0.279
```

Maximum force = 5.75 eV/Å
Relative energy (zero: lowest compared OMol25 entry of this formula, charge and spin) = 60.8 kcal per mole
Frontier orbital gap = 8.11 eV
LUMO = -0.963 eV
Total charge = 0

Entry 11:
C2H4N2OS2 | the ωB97M-V functional and the def2-TZVPD basis

Geometry as XYZ:
```
11
Properties=species:S:1:pos:R:3:mulliken_charge:R:1
S -3.19 -0.12 -0.13 -0.088
N -1.84 0.82 0.14 -0.451
C -0.64 0.44 0.00 0.533
N 0.46 1.28 0.21 -0.248
O 1.65 0.70 -0.35 -0.247
C 1.68 -0.64 0.00 -0.251
S -0.05 -1.23 0.01 -0.186
H -2.79 -1.39 0.01 0.063
H 0.43 2.18 -0.23 0.296
H 2.01 -0.90 1.05 0.241
H 2.28 -1.15 -0.71 0.339
```

Maximum force = 2.05 eV/Å
Relative energy (zero: lowest compared OMol25 entry of this formula, charge and spin) = 67.5 kcal per mole
SMILES = S/N=C1/NOCS1
Frontier orbital gap = 8.89 eV
LUMO = 0.506 eV
Total charge = 0

Entry 12:
C2H4N2OS2 | the ωB97M-V functional and the def2-TZVPD basis

Geometry as XYZ:
```
11
Properties=species:S:1:pos:R:3:mulliken_charge:R:1
C -0.19 0.05 0.14 0.791
C -1.56 0.39 0.23 -1.089
N 0.68 0.92 0.45 -0.506
N 0.27 -1.19 -0.28 -0.256
O 2.78 0.86 -0.93 -0.451
S 1.88 -1.61 0.09 -0.133
S 2.35 0.55 0.38 0.446
H -1.81 1.49 0.02 0.288
H -1.85 0.21 1.20 0.258
H -2.14 -0.01 -0.52 0.427
H -0.41 -1.68 -0.78 0.226
```

Maximum force = 4.57 eV/Å
Relative energy (zero: lowest compared OMol25 entry of this formula, charge and spin) = 43.4 kcal per mole
Frontier orbital gap = 8.95 eV
LUMO = 0.266 eV
Total charge = 0

Entry 13:
C2H4N2OS2 | the ωB97M-V functional and the def2-TZVPD basis

Geometry as XYZ:
```
11
Properties=species:S:1:pos:R:3:mulliken_charge:R:1
O -1.46 1.28 -2.42 -0.291
N -0.86 0.25 -2.91 -0.189
C -0.48 -0.61 -1.99 -0.336
S -0.74 -0.50 -0.13 -0.184
C 1.09 -0.38 0.30 0.029
N 1.71 -0.27 1.34 -0.311
S 0.88 0.31 2.77 -0.090
H -1.38 1.46 -1.47 0.327
H -0.16 -1.53 -2.26 0.572
H 1.62 -0.78 -0.55 0.371
H -0.39 -0.34 2.50 0.102
```

Maximum force = 4.91 eV/Å
Relative energy (zero: lowest compared OMol25 entry of this formula, charge and spin) = 95.4 kcal per mole
SMILES = O/N=C\S/C=N\S
Frontier orbital gap = 9.68 eV
LUMO = 0.180 eV
Total charge = 0

Entry 14:
C2H4N2S | the ωB97M-V functional and the def2-TZVPD basis

Geometry as XYZ:
```
9
Properties=species:S:1:pos:R:3:mulliken_charge:R:1
C 0.91 -0.04 -0.50 -0.763
N -0.30 -0.06 0.34 -0.216
S -1.85 -0.27 -0.62 -0.110
C -0.33 -0.12 1.61 0.446
N -0.31 -0.32 2.74 -0.431
H 1.55 0.73 -0.37 0.372
H 1.39 -1.05 -0.30 0.278
H 0.72 0.12 -1.60 0.250
H -1.78 1.01 -1.30 0.174
```

Maximum force = 5.93 eV/Å
Relative energy (zero: lowest compared OMol25 entry of this formula, charge and spin) = 45.2 kcal per mole
SMILES = CN(S)C#N
Frontier orbital gap = 9.40 eV
LUMO = 0.002 eV
Total charge = 0

Entry 15:
C2H4N2S | the ωB97M-V functional and the def2-TZVPD basis

Geometry as XYZ:
```
9
Properties=species:S:1:pos:R:3:mulliken_charge:R:1
C -2.02 -0.23 1.55 -0.297
C 0.13 0.18 -0.66 0.028
H -2.93 -0.52 2.00 0.331
H -1.67 1.25 1.82 0.228
H 1.19 -0.33 1.31 0.287
H -0.95 0.52 -0.85 0.226
N -1.10 -1.13 1.34 -0.261
N 0.05 -0.35 0.67 -0.219
S 1.44 0.61 -1.48 -0.322
```

Maximum force = 5.58 eV/Å
Relative energy (zero: lowest compared OMol25 entry of this formula, charge and spin) = 124.8 kcal per mole
Frontier orbital gap = 8.44 eV
LUMO = -0.341 eV
Total charge = 0

Entry 16:
C2H4N2S | the ωB97M-V functional and the def2-TZVPD basis

Geometry as XYZ:
```
9
Properties=species:S:1:pos:R:3:mulliken_charge:R:1
C 1.05 -1.21 -0.03 -0.189
N 1.23 0.06 0.02 -0.653
N 0.15 0.90 -0.02 0.163
C -1.18 0.74 0.01 0.087
S -2.10 -0.59 0.00 -0.373
H 0.07 -1.69 0.04 0.161
H 1.94 -1.83 0.02 0.255
H 0.47 1.87 -0.02 0.270
H -1.63 1.76 -0.02 0.278
```

Maximum force = 1.43 eV/Å
Relative energy (zero: lowest compared OMol25 entry of this formula, charge and spin) = 31.2 kcal per mole
SMILES = C=NNC=S
Frontier orbital gap = 8.85 eV
LUMO = 0.228 eV
Total charge = 0

Entry 17:
C2H4N2S | the ωB97M-V functional and the def2-TZVPD basis

Geometry as XYZ:
```
9
Properties=species:S:1:pos:R:3:mulliken_charge:R:1
C 0.43 -0.42 -1.05 -0.627
N -0.19 0.15 0.18 -0.199
S -0.04 1.90 0.55 -0.132
C -1.08 -0.51 0.88 0.485
N -1.74 -1.12 1.61 -0.464
H -0.37 -1.31 -1.14 0.273
H 0.50 0.37 -1.82 0.243
H 1.45 -0.75 -0.70 0.245
H 1.04 1.67 1.49 0.175
```

Maximum force = 3.42 eV/Å
Relative energy (zero: lowest compared OMol25 entry of this formula, charge and spin) = 41.4 kcal per mole
SMILES = CN(S)C#N
Frontier orbital gap = 9.80 eV
LUMO = 0.243 eV
Total charge = 0

Entry 18:
C2H4N2S2 | the ωB97M-V functional and the def2-TZVPD basis

Geometry as XYZ:
```
10
Properties=species:S:1:pos:R:3:mulliken_charge:R:1
C 0.36 -1.04 -0.95 -0.004
C -0.71 0.01 -1.10 -0.282
N 1.09 -0.85 0.07 -0.405
N -0.24 1.13 -0.45 -0.434
S 0.17 0.32 2.67 -0.247
S 0.84 0.76 0.66 0.301
H 0.51 -2.03 -1.39 0.371
H -0.89 0.31 -2.11 0.295
H -1.57 -0.26 -0.50 0.236
H 0.44 1.65 3.09 0.168
```

Maximum force = 3.83 eV/Å
Relative energy (zero: lowest compared OMol25 entry of this formula, charge and spin) = 74.9 kcal per mole
Frontier orbital gap = 8.72 eV
LUMO = 0.178 eV
Total charge = 0

Entry 19:
C2H4N2S3 | the ωB97M-V functional and the def2-TZVPD basis

Geometry as XYZ:
```
11
Properties=species:S:1:pos:R:3:mulliken_charge:R:1
C 0.83 -1.78 0.19 -0.430
C -0.55 1.24 -0.35 0.025
N -1.76 0.83 0.17 0.092
N -2.22 -0.34 -0.15 -0.306
S 0.97 -0.09 0.07 -0.002
S -0.21 2.90 0.18 -0.201
S -3.78 -0.52 0.05 -0.200
H 0.07 -2.61 0.57 0.265
H -2.29 1.65 0.41 0.339
H -0.02 3.31 -1.04 0.169
H 1.73 -2.28 -0.25 0.248
```

Maximum force = 2.93 eV/Å
Relative energy (zero: lowest compared OMol25 entry of this formula, charge and spin) = 130.7 kcal per mole
Frontier orbital gap (alpha / beta) = 6.85 / 6.49 eV
LUMO (alpha / beta) = -1.186 / -1.488 eV
Total charge = 0

Entry 20:
C2H4N2S3 | the ωB97M-V functional and the def2-TZVPD basis

Geometry as XYZ:
```
11
Properties=species:S:1:pos:R:3:mulliken_charge:R:1
S 1.78 -2.64 0.31 -0.232
C 1.49 -1.00 0.21 -0.108
N 1.07 -0.30 -1.01 -0.279
S 0.74 1.39 -1.23 0.009
C -0.87 1.61 -0.14 -0.014
N -1.58 0.80 0.51 -0.290
S -1.43 -0.86 0.74 -0.045
H 1.67 -0.05 1.00 0.267
H 0.88 -0.97 -1.89 0.271
H -1.51 2.74 -0.33 0.251
H -2.24 -0.74 1.84 0.171
```

Maximum force = 4.11 eV/Å
Relative energy (zero: lowest compared OMol25 entry of this formula, charge and spin) = 74.4 kcal per mole
SMILES = S=CNS/C=N\S
Frontier orbital gap = 8.78 eV
LUMO = -0.161 eV
Total charge = 0